# 1
The following is a DFT calculation (ωB97M-V/def2-TZVPD) of a molecular structure, C3H3BaO2 in a non-equilibrium geometry.

Results
Largest force on an atom in eV/A: 3.20
DFT total energy in eV: -7944.310
Charge: 0
Spin multiplicity: 2
ΔE to the lowest compared entry with this formula, charge and spin in kJ/mol: 115.1
Expectation value of S²: 0.750
Orbital gap (alpha / beta) in eV: 4.99 / 6.19

Each line ends with the natural charge from an NBO analysis.
Geometry (Å):
H 3.32 0.58 -0.14  0.20
C 1.27 -0.06 1.59  0.55
O 0.63 0.15 -0.65  -1.03
O 1.01 -0.37 2.70  -0.52
Ba -1.91 -0.24 -1.30  1.00
C 1.16 0.67 0.45  0.03
H 2.56 2.15 -0.24  0.20
C 2.64 1.26 0.40  -0.65
H 3.08 1.60 1.34  0.22

---

# 2
The following is a DFT calculation (ωB97M-V/def2-TZVPD) of a molecular structure, C42H57N7O3P2V in a non-equilibrium geometry.

Results
Largest force on an atom in eV/A: 1.19
DFT total energy in eV: -105304.500
Charge: +2
Spin multiplicity: 2
Expectation value of S²: 0.770
Orbital gap (alpha / beta) in eV: 6.09 / 5.87

Each line ends with the Mulliken charge.
Geometry (Å):
C -2.03 -3.32 1.85  -1.67
H 1.04 -3.36 -1.79  0.43
H -0.13 -0.54 -1.91  -0.63
H 2.55 -3.10 -2.63  0.49
C 0.37 4.25 -0.55  -0.30
C -0.82 4.01 -1.40  0.79
H 4.68 0.06 -3.88  0.54
C 0.14 2.59 2.46  0.41
H -4.63 -2.98 1.11  0.39
H 4.41 -3.09 1.99  0.38
H -1.52 1.75 -3.68  0.36
H 2.24 0.18 -3.49  0.20
N 4.60 -3.50 -0.04  0.22
P -2.12 -1.31 -0.02  1.56
C -0.88 0.82 4.86  -0.45
H 2.25 -4.22 2.16  0.40
H -0.73 -3.61 -0.65  0.33
H -3.93 -2.01 -4.66  0.51
N 2.67 -4.50 -1.10  0.25
C 4.59 2.12 -1.21  -0.84
H -3.63 2.02 0.54  0.92
V 0.46 1.47 -1.14  0.35
H -1.00 -2.96 1.96  -0.03
C -1.92 -1.28 -4.67  -0.85
H -1.70 -5.00 -0.12  0.69
C 2.66 6.75 1.20  0.32
H -4.13 -2.03 -2.23  0.26
C 0.83 5.43 0.00  -0.37
H -4.13 0.65 2.40  0.54
H 4.80 -1.92 -1.39  0.46
H -4.47 -3.38 -0.60  0.23
H 4.44 -4.83 1.55  0.36
C -1.75 -3.98 -0.53  -2.27
P 2.49 -1.76 -0.61  1.46
O 0.51 0.89 0.73  1.22
C 0.40 1.21 1.95  -0.02
C -0.99 -0.85 -2.50  1.30
H 1.24 1.12 4.59  0.41
H 4.52 -4.21 -2.01  0.40
H -1.48 3.79 3.16  0.52
H -4.26 -1.10 2.31  0.32
H -2.64 -2.81 2.59  0.34
C -3.10 -1.68 -4.06  -1.05
C -1.20 2.74 3.21  -0.46
H -4.09 -4.58 0.62  0.50
N 2.57 -3.87 1.25  0.09
H -1.87 5.82 -1.00  0.52
H 0.26 6.34 0.08  0.62
C -3.21 -1.68 -2.68  -0.80
H -2.12 2.55 5.13  0.45
C 2.49 3.25 -0.33  -0.15
H -5.34 -1.23 0.03  0.33
C 0.47 0.39 4.31  -0.82
C -4.02 -3.51 0.38  -1.79
H -0.89 0.58 5.93  0.41
C 2.12 -3.26 -1.64  -1.31
N 1.18 3.17 -0.55  0.67
H -2.67 -0.35 2.51  0.06
C -3.64 -0.25 2.02  -1.91
H 1.03 -4.83 0.15  0.29
C 4.12 -4.47 -1.03  -0.97
H -2.19 -4.04 -1.52  0.33
H 2.47 -5.84 0.48  0.37
O 1.79 7.61 1.36  -0.70
H -0.40 2.89 5.20  0.32
H 5.21 2.74 -0.57  0.52
H -2.06 -4.39 2.08  0.58
H 0.57 -0.69 2.46  -0.03
H -1.98 2.18 2.68  -0.20
H -4.80 -0.15 -1.26  0.35
H -5.52 0.50 0.20  0.53
H 0.17 3.27 1.61  -1.40
C -4.86 -0.28 -0.18  -1.92
N 0.50 0.24 2.85  -0.04
H 4.05 4.58 0.49  0.63
C -2.96 1.25 0.15  -1.87
H 0.91 -2.57 1.08  -2.02
C -2.76 4.70 -2.60  -0.65
H -2.91 1.39 -0.93  0.19
H -1.66 0.22 4.39  0.06
C -1.84 4.93 -1.61  -0.87
C 5.14 1.34 -2.20  -0.68
O 3.85 6.69 1.52  -0.70
N 2.39 1.45 -1.87  0.83
H 6.21 1.30 -2.33  0.50
N -0.75 2.86 -2.13  0.63
C -0.86 -0.86 -3.89  -1.15
C 3.01 4.41 0.24  -0.82
C -2.16 -1.26 -1.86  0.45
C 2.00 -2.50 1.02  0.44
C -2.64 3.56 -3.39  -0.94
C -1.64 2.66 -3.11  -0.11
C 4.31 -2.12 -0.43  -1.32
C 4.29 0.64 -3.06  -0.86
C 2.12 -4.85 0.16  -0.72
H 0.96 2.88 3.12  1.06
H 0.78 -0.57 4.72  0.49
H 2.36 -1.85 1.83  0.92
C 4.11 -3.83 1.25  -0.73
C -3.50 -0.14 0.49  2.31
H -3.32 3.36 -4.21  0.51
C -2.56 -3.09 0.42  2.18
C 2.14 5.48 0.49  -0.57
C -1.16 2.30 4.67  -0.88
C 3.20 2.19 -1.08  0.85
H -1.97 1.43 0.58  -0.46
H -3.56 5.41 -2.78  0.49
C 2.94 0.71 -2.85  -0.19
H -1.83 -1.29 -5.75  0.44
H 4.76 -1.43 0.29  0.44
H 0.07 -0.55 -4.35  0.45
H 4.49 -5.46 -0.75  0.33

---

# 3
The following is a DFT calculation (ωB97M-V/def2-TZVPD) of a molecular structure, C42H40BCl2N13O2RbS in a non-equilibrium geometry.

Results
Largest force on an atom in eV/A: 3.31
DFT total energy in eV: -104883.916
Charge: -1
ΔE to the lowest compared entry with this formula, charge and spin in kJ/mol: 49.4
Orbital gap in eV: 5.95

Each line ends with the Mulliken charge.
Geometry (Å):
H 8.41 10.00 7.10  -0.20
C 10.78 9.57 13.56  -0.31
H 18.11 13.35 9.13  0.43
H 17.28 8.98 7.51  0.26
C 13.35 18.73 13.75  -0.60
C 9.23 18.03 11.44  -0.40
C 11.67 12.78 6.34  -0.56
H 9.71 15.29 9.55  0.70
H 13.24 20.31 10.69  0.33
H 10.57 8.51 6.16  0.44
N 14.71 10.48 6.25  -0.40
Cl 6.92 13.41 14.16  -0.11
H 6.97 18.61 9.00  0.31
C 12.01 8.11 9.05  -0.08
C 14.70 10.57 13.35  0.67
C 8.41 12.35 10.73  -0.42
C 15.47 11.63 12.87  0.55
C 11.89 7.69 7.68  -0.71
C 8.21 16.86 9.18  -0.49
H 14.99 16.14 8.19  0.43
N 15.46 9.61 8.33  0.40
N 15.01 13.69 10.50  0.15
C 7.76 13.39 15.74  -0.38
N 11.86 9.55 12.80  0.50
H 14.03 11.12 5.90  0.18
H 15.42 9.77 9.36  0.49
S 11.11 16.05 11.88  0.11
H 8.27 14.33 15.96  0.29
C 15.70 12.77 13.64  -0.37
H 10.53 6.31 14.33  0.39
N 10.39 9.30 8.15  0.19
H 12.60 7.02 7.17  0.33
C 15.17 12.80 14.93  -0.63
C 14.44 11.72 15.42  -0.83
C 12.09 17.48 12.15  0.06
N 9.39 11.81 9.95  0.35
O 14.27 11.57 8.17  -0.25
H 12.68 13.15 6.20  0.63
C 13.05 19.56 11.49  -0.64
H 13.67 15.12 10.01  0.21
C 9.77 16.83 10.98  0.48
C 14.62 9.59 12.24  -0.41
C 8.30 18.69 10.64  -0.27
H 14.42 20.47 12.86  0.35
C 13.65 19.68 12.76  -0.38
N 13.84 8.50 12.12  -0.54
H 12.64 7.69 9.83  0.36
H 15.79 8.26 6.91  0.35
Rb 12.34 11.78 10.19  0.47
C 12.10 7.18 13.20  -0.86
B 9.32 10.38 7.77  0.11
C 7.12 11.84 10.34  -0.66
C 12.28 18.43 11.18  -0.08
H 9.38 8.50 14.82  0.38
O 11.87 15.07 10.97  -0.25
H 16.37 7.84 8.56  0.35
N 8.72 10.97 9.07  -0.04
H 12.63 6.25 12.96  0.44
H 17.27 15.25 7.74  0.37
H 7.89 19.68 10.93  0.31
H 13.82 18.69 14.75  0.33
H 8.51 11.99 5.69  0.45
C 12.65 8.46 12.74  0.24
H 11.76 18.31 10.23  0.53
H 8.64 12.91 11.62  0.42
H 13.50 9.82 14.94  0.39
N 16.60 11.95 10.72  -0.48
N 11.10 9.10 9.26  -0.23
H 15.21 9.86 5.64  0.13
H 6.62 10.41 8.79  0.37
C 17.11 13.76 9.29  -0.88
C 14.20 10.62 14.62  -0.07
C 7.39 10.98 9.30  -0.60
N 10.03 11.57 7.10  0.04
C 10.56 12.91 5.42  -1.32
N 11.34 11.97 7.35  0.51
C 14.65 14.73 9.75  0.11
C 9.54 12.19 6.00  -0.33
H 12.16 16.95 14.20  0.43
C 10.89 8.46 7.18  -0.58
H 7.10 13.10 16.51  0.32
C 9.25 16.24 9.84  -0.76
H 15.18 13.75 15.46  0.38
C 16.21 13.10 10.20  0.22
Cl 8.99 12.05 15.85  -0.12
C 14.82 10.58 7.64  0.29
C 16.29 8.62 7.81  -1.17
H 16.09 13.66 13.18  0.42
H 7.76 16.32 8.34  0.41
H 6.20 12.22 10.82  0.27
C 16.69 14.83 8.55  -0.22
C 12.55 17.63 13.45  -0.25
H 10.61 13.42 4.46  0.34
C 10.95 7.23 13.97  -0.39
N 15.31 10.04 11.19  -0.29
C 15.86 11.23 11.52  -0.20
H 9.58 18.43 12.42  0.36
H 14.00 11.85 16.39  0.44
C 15.41 15.30 8.74  -0.97
C 7.83 18.12 9.49  -0.63
H 10.21 10.50 13.58  0.18
C 10.27 8.45 14.17  -0.59

---

# 4
The following is a DFT calculation (ωB97M-V/def2-TZVPD) of a single CH6N4 molecule in a non-equilibrium geometry.

Results
Largest force on an atom in eV/A: 5.17
DFT total energy in eV: -7093.527
Charge: 0
ΔE to the lowest compared entry with this formula, charge and spin in kJ/mol: 51.2
Orbital gap in eV: 9.92

Each line ends with the natural charge from an NBO analysis.
Geometry (Å):
H 1.45 -0.26 1.00  0.39
H -1.55 1.76 1.10  0.41
H -0.97 -0.33 -1.61  0.33
H 0.06 1.66 1.82  0.40
N -1.23 0.32 -0.89  -0.79
H 0.16 -2.00 -0.53  0.34
N 1.03 -1.49 -0.53  -0.63
N 0.81 -0.30 0.22  -0.50
C -0.35 0.47 0.02  0.56
N -0.49 1.45 0.95  -0.85
H 1.07 -1.28 -1.55  0.34

---

# 5
The following is a DFT calculation (ωB97M-V/def2-TZVPD) of a molecular structure, C11H15NOsP in a non-equilibrium geometry.

Results
Largest force on an atom in eV/A: 5.31
DFT total energy in eV: -24883.301
Charge: +1
Spin multiplicity: 5
ΔE to the lowest compared entry with this formula, charge and spin in kJ/mol: 187.7
Expectation value of S²: 6.034
Orbital gap (alpha / beta) in eV: 8.18 / 6.03

Each line ends with the natural charge from an NBO analysis.
Geometry (Å):
C -0.33 -0.99 3.26  0.11
N -0.18 -1.13 1.80  -0.85
C 0.63 -1.54 5.40  -0.16
C 0.74 -2.21 -1.14  -0.16
C -1.02 -1.21 -2.23  -0.06
C 0.69 -1.63 4.00  -0.24
C -0.41 -0.81 5.99  -0.20
H 1.37 -2.04 5.97  0.23
H -0.96 -1.63 1.35  0.42
P 0.07 2.87 0.61  0.15
C 0.62 -0.74 -0.61  -0.34
Os 0.14 0.80 1.23  0.54
C -0.47 -0.17 -1.43  -0.31
H -0.41 3.27 -0.69  0.03
H -0.43 -3.29 -2.72  0.25
H 1.50 -2.13 3.48  0.22
C -1.30 -0.19 3.82  -0.26
H -1.94 0.41 3.17  0.23
H 0.63 -1.75 1.66  0.41
H -0.47 -0.76 7.08  0.24
C -0.20 -2.39 -2.16  -0.29
H 1.51 -0.20 -0.28  0.23
C -1.34 -0.12 5.21  -0.17
H -0.99 3.48 1.39  0.02
H -2.12 0.45 5.68  0.23
H 1.61 -2.81 -0.95  0.23
H -1.96 -1.08 -2.71  0.23
H 1.12 3.87 0.82  0.04
H -0.76 0.93 -1.18  0.24

---

# 6
The following is a DFT calculation (ωB97M-V/def2-TZVPD) of 2 unconnected molecules or ions with the total composition C22H21F4NO2S in a non-equilibrium geometry.

Results
Largest force on an atom in eV/A: 2.20
DFT total energy in eV: -50444.594
Charge: 0
Orbital gap in eV: 9.22

Each line ends with the natural charge from an NBO analysis.
Geometry (Å):
H -4.11 -2.38 2.56  0.21
N -0.89 -2.83 1.93  -0.46
S -0.39 3.06 -2.28  2.10
F 6.75 2.11 0.43  -0.33
F 6.98 1.18 -1.55  -0.32
C -1.97 3.23 -1.41  -0.31
H 2.07 -3.96 0.89  0.21
C 2.79 2.75 -0.10  -0.19
H 2.14 3.05 0.74  0.22
H -2.80 -1.15 2.38  0.23
C -2.59 2.12 -0.83  -0.21
C -1.90 -7.03 1.95  -0.64
H 0.53 -5.80 1.25  0.21
C 2.16 2.32 -1.27  -0.09
C -2.17 -3.20 2.00  0.24
H 1.74 -2.37 1.62  0.23
H 4.91 1.67 -3.15  0.23
H -1.03 -7.66 1.77  0.22
O 0.17 4.39 -2.35  -0.92
H 1.18 -2.75 -0.01  0.23
C 4.93 2.29 -1.08  -0.15
C 2.92 2.03 -2.41  -0.13
C -4.38 3.56 -0.08  -0.19
H 4.63 3.03 0.95  0.24
F 7.03 3.37 -1.32  -0.33
C 1.32 -3.17 0.99  -0.64
C 0.02 -3.72 1.52  0.24
C -2.53 -4.57 2.03  -0.28
C -3.82 4.64 -0.76  -0.21
C 4.18 2.74 0.00  -0.17
H -3.55 -1.90 0.96  0.22
F 0.42 0.69 -1.38  -0.32
H -3.58 -4.83 2.18  0.21
C -1.55 -5.56 1.85  0.04
H -4.25 1.43 0.35  0.22
C -0.26 -5.11 1.53  -0.28
C -3.21 -2.10 1.99  -0.65
H -5.28 3.71 0.52  0.22
O -0.61 2.26 -3.45  -0.92
H -2.69 -7.33 1.24  0.23
C 4.31 1.98 -2.30  -0.18
H -2.20 5.28 -2.06  0.25
C -2.61 4.48 -1.45  -0.18
H -4.31 5.62 -0.77  0.23
H 0.26 2.30 -0.15  0.19
C 0.67 1.99 -1.12  0.00
C 6.42 2.22 -0.89  0.98
C -3.79 2.29 -0.13  -0.20
H -2.15 1.14 -0.97  0.24
H -2.28 -7.28 2.95  0.23
H 2.40 1.78 -3.35  0.23

---

# 7
The following is a DFT calculation (ωB97M-V/def2-TZVPD) of 2 unconnected molecules or ions with the total composition C3H12N2O in a non-equilibrium geometry.

Results
Largest force on an atom in eV/A: 1.96
DFT total energy in eV: -8332.554
Charge: 0
ΔE to the lowest compared entry with this formula, charge and spin in kJ/mol: 74.1
Orbital gap in eV: 10.05

Each line ends with the natural charge from an NBO analysis.
Geometry (Å):
N 2.28 -0.32 -1.96  -0.84
H 0.25 -1.06 -1.69  0.19
H -0.60 -1.71 0.80  0.20
H 2.10 -1.50 0.05  0.20
O -6.08 3.82 -0.44  -0.94
H 2.15 0.23 -2.81  0.35
H 1.00 -2.55 2.44  0.36
H 1.62 -1.15 2.68  0.35
C 0.20 -1.09 1.18  -0.22
H 0.57 0.58 -1.30  0.16
C 1.30 -0.76 0.18  -0.42
H -5.48 3.34 -1.02  0.47
H -0.33 -0.14 1.28  0.18
H 1.87 0.09 0.59  0.18
H -5.61 4.07 0.35  0.47
H 3.03 0.14 -1.48  0.36
C 1.00 -0.42 -1.26  -0.21
N 0.74 -1.57 2.42  -0.83

---

# 8
The following is a DFT calculation (ωB97M-V/def2-TZVPD) of a molecular structure, C26H57As4N5P2RuS.

Results
Largest force on an atom in eV/A: 0.70
DFT total energy in eV: -310664.885
Charge: +3
Spin multiplicity: 2
ΔE to the lowest compared entry with this formula, charge and spin in kJ/mol: 26.8
Expectation value of S²: 0.752
Orbital gap (alpha / beta) in eV: 7.85 / 5.42

Each line ends with the Mulliken charge.
Geometry (Å):
H -2.79 4.19 -0.06  0.15
C -2.60 -0.07 2.99  -0.08
H -1.56 -4.17 1.85  0.24
As 1.09 2.06 -1.32  0.87
H -5.27 4.05 -3.04  0.38
H -4.23 0.30 0.42  0.46
H 1.73 -2.12 2.23  0.36
As -3.62 5.82 -2.38  0.56
C -3.57 7.15 -0.99  -1.00
C -2.71 -0.43 -2.28  -1.55
H -0.66 -3.18 -5.99  0.45
H 2.56 3.95 -0.46  0.53
C -3.98 1.16 -0.20  -1.46
H -5.07 4.11 -1.26  0.23
Ru 0.16 0.48 0.32  1.22
H -1.93 2.18 -3.18  0.43
H 2.88 1.72 3.48  0.67
H -1.20 4.97 0.02  0.67
H 1.68 -4.69 -5.10  0.44
H -1.87 4.68 -3.69  0.55
N -2.25 -2.41 2.60  -0.72
As -2.21 0.93 -0.99  0.78
H 4.29 -1.15 -0.49  0.57
C -1.90 4.95 -2.64  -1.53
H 0.55 4.45 -1.85  0.74
C 1.86 -3.93 -4.34  -1.11
H -4.55 2.53 4.86  0.43
H -0.39 0.45 4.04  0.40
C 2.43 0.98 2.82  -1.47
C -0.81 -4.88 -3.10  -1.11
H -0.95 2.12 3.85  0.39
H -0.96 -5.52 -3.97  0.44
P 2.28 -0.43 0.55  1.07
H 2.23 0.09 3.42  0.44
H -3.53 -1.43 4.40  0.54
C 2.72 3.10 -1.12  -1.64
H 0.13 3.87 1.83  0.18
H -1.20 5.78 -2.50  0.60
H -3.34 2.71 -2.30  0.47
H 2.16 -2.84 0.66  0.30
C -0.09 1.47 3.81  -1.79
H 3.56 1.53 1.07  0.23
N -4.12 0.51 4.73  -0.53
S 0.46 -1.95 -2.05  -0.73
H 1.38 3.75 3.07  0.55
H -0.39 -1.56 -5.32  0.33
C -0.70 -2.42 1.06  -0.98
C -3.18 2.10 3.25  -0.61
H -3.60 6.64 -0.02  0.34
C -1.73 4.06 -0.27  -0.89
H -0.03 -2.79 0.30  0.41
C -4.00 1.77 4.32  -0.58
H 2.94 -1.27 -1.64  0.10
N -0.92 -1.14 1.33  0.98
H -1.84 -2.49 -4.86  0.38
C -2.28 2.50 -2.20  -1.71
C -3.43 -0.40 4.07  -0.47
H 1.86 2.01 -3.69  0.58
H -3.01 -1.32 -1.74  0.50
H -4.44 7.79 -1.09  0.42
H -3.08 3.13 2.93  0.44
C 2.39 -2.05 1.37  -1.47
As 0.18 -3.32 -3.64  0.59
P 0.80 1.58 2.23  1.38
C -5.17 4.70 -2.17  -0.86
C -0.79 -2.55 -5.12  -1.12
N -1.48 -3.16 1.81  0.09
C -1.50 3.74 -1.75  2.79
H 2.25 0.44 -2.93  0.41
H 0.59 0.77 -3.43  0.18
H 1.82 3.61 1.36  0.31
C 1.06 3.37 2.10  -1.37
H 0.07 3.39 -3.16  0.75
H 4.22 0.12 1.90  0.69
C -1.90 -1.18 2.31  0.11
N -2.48 1.18 2.58  0.54
H 3.54 2.50 -0.73  0.40
H -6.04 5.35 -2.10  0.44
C 1.50 1.22 -3.03  -1.41
H 3.42 -2.19 1.70  0.57
C 3.39 -0.66 -0.87  -1.16
C 3.29 0.63 1.63  -0.90
H 0.63 1.79 4.58  0.69
H 2.44 -4.36 -3.52  0.37
H -3.55 -0.06 -2.87  0.61
H -1.87 -0.67 -2.91  0.11
H -4.02 2.05 0.41  0.24
H 2.39 -3.09 -4.77  0.36
H -0.24 -5.41 -2.34  0.37
H 3.69 0.30 -1.28  0.41
H -1.77 -4.57 -2.70  0.36
H -1.37 3.24 0.36  -1.06
H -4.69 1.22 -1.02  0.56
C -0.01 3.54 -2.08  -2.76
H 3.00 3.47 -2.10  0.54
H -2.66 7.73 -1.09  0.38